Below is one molecule with the formula C22H25N3O4, with properties calculated with the ωB97M-V functional and the def2-TZVPD basis.

Computed properties:
HOMO in hartree: -0.274
Energy above the lowest of the compared OMol25 structures with the same formula, charge and spin in kJ/mol: 203.8
Orbital gap in eV: 8.0
F_max in eV Å⁻¹: 0.8

The geometry in ORCA input format:
```
! wB97M-V def2-TZVPD RIJCOSX def2/J DEFGRID3
* xyz 0 1
C -1.71 1.85 1.63
H -2.43 1.43 2.33
O -1.75 1.22 0.38
C -2.98 1.33 -0.30
C -4.04 0.33 0.18
H -3.97 0.22 1.26
H -5.04 0.71 -0.06
C -3.87 -1.04 -0.48
N -2.52 -1.54 -0.38
C -1.74 -1.72 -1.46
O -2.15 -1.60 -2.60
C -0.32 -2.08 -1.12
C 0.38 -1.27 -0.27
C 1.74 -1.57 -0.01
N 2.34 -2.64 -0.47
C 1.66 -3.47 -1.29
C 2.31 -4.61 -1.78
C 1.67 -5.46 -2.64
C 0.36 -5.20 -3.05
C -0.31 -4.10 -2.58
C 0.32 -3.21 -1.69
H -1.32 -3.90 -2.90
H -0.13 -5.88 -3.74
H 2.18 -6.34 -3.02
H 3.33 -4.79 -1.46
N 2.49 -0.77 0.82
C 2.24 0.57 1.13
C 2.54 1.03 2.41
C 2.31 2.34 2.78
C 1.77 3.23 1.86
C 1.49 2.79 0.56
C 1.74 1.48 0.18
O 1.56 1.01 -1.08
C 0.82 1.79 -1.99
H 0.67 1.15 -2.86
H -0.15 2.07 -1.57
H 1.37 2.69 -2.29
H 1.10 3.51 -0.13
O 1.48 4.54 2.11
C 1.76 5.06 3.38
H 2.83 4.99 3.61
H 1.47 6.10 3.34
H 1.20 4.54 4.16
H 2.56 2.65 3.78
H 2.95 0.33 3.12
H 3.39 -1.16 1.06
H -0.09 -0.41 0.19
H -2.10 -1.57 0.54
H -4.09 -0.98 -1.55
H -4.57 -1.76 -0.02
H -2.76 1.15 -1.36
H -3.36 2.36 -0.20
H -0.70 1.70 2.02
H -1.90 2.93 1.53
*
```

Partial charges, Mulliken, in e:
1. C -0.806
2. H 0.323
3. O -0.005
4. C -0.950
5. C -0.455
6. H 0.302
7. H 0.346
8. C -0.977
9. N -0.169
10. C 0.241
11. O -0.679
12. C 0.968
13. C -0.108
14. C -0.397
15. N -0.818
16. C -0.113
17. C -0.496
18. C -0.498
19. C -0.720
20. C -0.837
21. C 0.779
22. H 0.430
23. H 0.403
24. H 0.377
25. H 0.458
26. N -0.007
27. C -0.181
28. C -0.787
29. C -0.690
30. C 0.310
31. C -0.206
32. C 1.066
33. O -0.480
34. C -0.853
35. H 0.296
36. H 0.198
37. H 0.367
38. H 0.450
39. O -0.431
40. C -0.918
41. H 0.366
42. H 0.259
43. H 0.346
44. H 0.421
45. H 0.457
46. H 0.335
47. H 0.657
48. H 0.284
49. H 0.414
50. H 0.349
51. H 0.364
52. H 0.565
53. H 0.079
54. H 0.369